[1]
Computed, not measured: a gas-phase ion, C6H11N (charge -1) in a non-equilibrium geometry, with ωB97M-V/def2-TZVPD.

The net charge is -1. Its HOMO-LUMO gap (spin up / spin down) is 4.200 / 6.527 eV. As for the spin multiplicity: 2. For the HOMO energy (spin up / spin down), the calculation gives -0.19 / -2.54 eV. As for the max |F|: 0.030 hartree/bohr. The value obtained for the energy relative to the best compared isomer or geometry (same formula, charge and spin) is 0.0 kJ/mol.

```
18
Properties=species:S:1:pos:R:3:forces:R:3
C -0.2861 0.6971 -2.8170 -0.241 -0.756 0.341
C -1.4952 0.1773 -2.0379 -0.060 -0.225 0.212
C -1.3413 0.3120 -0.5178 0.401 0.673 -0.426
C -0.1066 -0.3633 -0.0101 0.470 0.117 0.390
C 0.5129 -0.0220 1.1834 -1.488 -0.328 -0.231
N 1.1460 -0.8776 1.9881 1.073 0.117 0.050
C 1.8955 -0.3753 2.9828 -0.168 0.039 -0.094
H -0.5483 0.6267 -3.8699 0.264 0.539 -0.303
H -0.0044 1.6863 -2.4602 -0.139 0.257 -0.369
H 0.5891 0.0706 -2.6522 -0.018 -0.083 0.084
H -2.3981 0.6742 -2.4176 0.016 0.105 0.234
H -1.6535 -0.8868 -2.2500 0.136 -0.023 -0.154
H -1.2796 1.3905 -0.2876 -0.052 -0.065 0.095
H -2.2652 -0.0307 -0.0276 -0.059 -0.140 -0.032
H 0.2623 -1.2564 -0.5030 -0.362 -0.309 -0.003
H 0.2625 0.9802 1.5802 0.210 0.075 0.065
H 1.9831 0.7097 3.1078 0.095 -0.048 0.172
H 2.4128 -1.0419 3.6656 -0.079 0.054 -0.030
```
Positions in Å, forces in eV/Å.


[2]
Computed, not measured: a molecular structure, C11H9CsF6N5O5S3 in a non-equilibrium geometry, with ωB97M-V/def2-TZVPD.

The net charge is -1. Its HOMO-LUMO gap is 5.606 eV. As for the spin multiplicity: 1. For the HOMO energy, the calculation gives -3.93 eV. As for the max |F|: 0.091 hartree/bohr. The value obtained for the energy relative to the best compared isomer or geometry (same formula, charge and spin) is 100.3 kJ/mol.

```
40
Properties=species:S:1:pos:R:3:forces:R:3
Cs -0.8620 2.6389 -0.5860 0.642 -0.061 -0.417
F -6.1443 0.7892 -0.5014 -0.099 -0.686 -0.940
C -5.1547 -0.0979 -0.6589 -0.067 -0.580 1.184
F -5.3112 -0.8303 -1.7826 0.097 0.805 1.124
F -5.1872 -0.8992 0.4423 -0.140 -0.024 -1.191
S -3.5757 0.8493 -0.5447 1.120 0.386 -0.791
O -2.4195 -0.0163 -0.3355 -1.494 0.493 0.091
O -3.4933 1.6297 -1.7787 -0.356 -0.229 0.727
N -4.0506 1.6265 0.7194 1.096 1.449 1.354
S -3.8862 3.0891 1.4132 -2.743 -2.070 -3.143
O -4.7682 3.0782 2.5483 1.034 0.511 -0.494
O -2.5852 3.6948 1.4291 0.252 -0.192 0.662
C -4.7349 4.1985 0.0402 0.612 0.601 1.534
F -4.8927 5.3282 0.7811 -0.840 0.008 -0.490
F -5.8926 3.7716 -0.4655 0.675 0.220 0.559
F -3.9366 4.5720 -0.9727 -0.026 -0.748 0.157
O 3.9972 -2.6576 -1.3634 1.257 0.500 0.055
N 3.0685 -3.4165 -0.8947 1.198 1.125 -0.071
C 3.4736 -4.5163 -0.2271 -3.757 -1.030 -0.977
C 2.4099 -5.4124 0.0189 2.645 -0.546 1.633
C 1.1031 -5.0668 -0.2724 0.025 -1.156 0.260
C 0.7442 -3.8685 -0.8164 0.307 0.163 -0.095
C 1.7770 -2.9455 -1.1093 -0.918 -0.669 -0.280
S 1.6037 -1.4518 -1.8817 -0.545 0.021 -0.227
H 4.5257 -4.7093 -0.2314 0.247 0.094 0.315
H 2.7000 -6.3330 0.5964 -0.700 0.779 -0.885
H 0.3854 -5.8502 -0.1116 -0.521 -0.009 0.154
H -0.3120 -3.7200 -1.0607 0.611 0.493 0.025
N 4.2358 -0.5813 0.6778 2.070 -0.323 -0.727
C 3.8507 0.7058 0.4860 0.598 0.190 0.898
C 2.5105 0.9203 0.2226 -2.294 -0.298 0.103
N 1.8464 2.0141 0.5440 0.712 -0.016 -0.533
C 2.6312 3.0037 0.9515 0.383 0.398 -0.095
C 4.0053 2.8568 0.9812 -0.468 2.159 0.642
N 4.6582 1.7466 0.7741 0.097 -1.639 -0.161
H 3.7948 -1.2825 0.0674 0.084 0.184 -0.160
H 5.2688 -0.6988 0.6312 -1.130 0.105 0.126
H 1.8917 0.1287 -0.1610 0.167 -0.463 -0.036
H 2.1754 3.9497 1.1658 -0.124 0.395 0.306
H 4.5495 3.7623 1.2649 0.292 -0.338 -0.195
```
Positions in Å, forces in eV/Å.


Q: Look up the net charge of the first one.
A: -1